Density functional theory data (ωB97M-V/def2-TZVPD) for the ion C2H6N5 with charge +1 in a non-equilibrium geometry.

Its LUMO energy (alpha / beta) is -7.01 / -7.01 eV. The net charge is +1. The value obtained for the molar mass is 100.105 g/mol. Its HOMO energy (alpha / beta) is -14.802 / -14.813 eV. As for the structure (SMILES): CN=[N+]=N/N=N/C. As for the energy above the lowest of the compared OMol25 structures with the same formula, charge and spin: 7.610 eV. As for the spin multiplicity: 1.

Geometry as XYZ:
```
13
Properties=species:S:1:pos:R:3:mulliken_charge:R:1
C 2.302 -1.176 -1.026 -0.5591
C -2.173 0.680 1.705 -0.5293
N -0.318 1.099 -1.303 -0.3076
N 0.614 0.268 -1.661 -0.0098
N -0.822 1.101 -0.195 0.4638
N 1.416 -0.108 -0.840 0.0924
N -1.459 0.448 0.560 0.0772
H 1.898 -1.942 -1.711 0.3251
H 3.398 -1.020 -1.392 0.2874
H 2.388 -1.630 0.047 0.2663
H -1.838 0.162 2.654 0.2781
H -2.281 1.828 1.895 0.3366
H -3.126 0.289 1.268 0.2790
```